Record 1
Entry from the OMol25 dataset: C11H14BBaFN2O7S3 as an isolated structure (ωB97M-V/def2-TZVPD).

Summary:
LUMO energy in eV: -8.06
Maximum force in eV/Å: 2.62
Gap between HOMO and LUMO in eV: 7.098
Charge: +2

Last column: Mulliken charge in e.
CARTESIAN COORDINATES (ANGSTROEM)
Ba 2.84274 -2.13623 -2.82448  1.891
S -3.56924 1.90130 -2.19854  0.234
S 1.65242 1.74380 1.57378  1.089
S 0.33392 0.45192 -4.40084  1.266
F 0.39532 1.94384 -4.63375  -0.121
O 0.56557 2.44740 2.16928  -0.636
O 2.96772 2.53657 1.88694  -0.444
O 1.53330 1.50506 0.15603  -0.584
O 1.68361 -0.09108 -4.48786  -0.758
O -3.25807 -1.06634 1.27981  -0.294
O -1.30769 -0.37897 2.43679  -0.676
O -0.57909 -0.14274 -5.29755  -0.521
N -2.31278 1.56223 -3.12974  -0.636
N -3.19468 1.08054 -0.90012  -0.373
C 0.77171 -1.70470 0.35629  -0.960
C 0.39654 -0.53730 -1.87297  0.280
C -0.29925 0.21007 -2.76440  -0.644
C -0.07046 -0.82755 -0.56895  1.346
C -1.53267 0.77616 -2.40024  0.693
C -4.27578 -0.18454 1.81277  -0.651
C -1.30918 -0.33491 -0.16982  0.095
C -2.01911 0.47818 -1.10038  0.690
C 2.26993 -1.29583 0.47306  -0.911
C 2.71996 -0.81270 1.86080  -1.468
C 1.78648 0.22605 2.45787  -0.218
B -1.99363 -0.59800 1.25523  0.566
H -3.83535 0.70157 2.26071  0.348
H -4.86477 -0.70695 2.55649  0.250
H 0.33464 -1.80578 1.33891  0.421
H -4.93378 0.08790 1.00048  0.241
H -1.33635 0.54200 2.73087  0.357
H 2.51977 -0.56536 -0.29528  0.686
H 1.35552 -0.88977 -2.21839  -1.356
H 2.16367 0.49327 3.44376  0.528
H 0.80291 -0.18363 2.62615  0.121
H 3.50885 2.62318 1.08798  0.377
H 2.88009 -2.18972 0.25404  0.513
H 2.71005 -1.67481 2.52154  0.389
H 0.74760 -2.71180 -0.07340  0.477
H 3.74959 -0.47231 1.79713  0.390

Record 2
Entry from the OMol25 dataset: C11H14BBeN7S as an isolated structure (ωB97M-V/def2-TZVPD).

Summary:
LUMO energy (alpha / beta) in eV: -10.68 / -12.03
Energy above the lowest of the compared OMol25 structures with the same formula, charge and spin in kJ/mol: 0.00
Maximum force in eV/Å: 2.41
Gap between HOMO and LUMO (alpha / beta) in eV: 6.104 / 4.035
Charge: +2

Last column: natural (NBO) charge in e.
CARTESIAN COORDINATES (ANGSTROEM)
S 0.71154 0.55577 2.80295  0.166
N -0.70381 -0.99307 -0.37333  -0.532
N -0.03808 1.44780 -1.62267  -0.280
N -0.41383 1.53090 -0.29731  -0.503
N 1.66685 0.07268 0.11368  -0.579
N 1.87584 0.00856 -1.25812  -0.288
N -0.25326 -0.95853 -1.68886  -0.260
N 0.10146 0.14227 5.53381  -0.017
C -0.84887 -1.90530 -2.41622  0.057
C -1.78745 -2.52378 -1.60482  -0.175
C 3.85999 0.03580 -0.31904  -0.239
C 0.32495 0.27678 4.37397  -0.010
C -1.00778 3.41318 -1.37295  -0.181
C 3.18258 -0.08318 -1.52278  0.056
C -2.22810 -1.60666 3.29843  -0.869
C 2.88869 0.16620 0.68219  0.035
C -0.99542 2.74516 -0.13663  0.031
C -1.70018 -1.91102 -0.34401  0.057
C -0.39569 2.55413 -2.28160  0.060
B 0.65595 0.18172 -2.15821  0.518
Be 0.03815 0.13297 0.62529  1.632
H -2.47249 -3.28509 -1.90773  0.276
H -1.35884 3.05959 0.83126  0.258
H 3.51014 -0.19082 -2.55510  0.270
H -2.26836 -2.04121 0.56037  0.265
H -2.23340 -0.77258 2.58780  0.171
H -3.03000 -2.29530 3.00621  0.241
H -0.57925 -2.00268 -3.46091  0.274
H 4.92164 0.06035 -0.16657  0.276
H 2.94902 0.32616 1.74614  0.248
H -1.25681 -2.12424 3.28903  0.210
H -1.40832 4.38279 -1.59440  0.278
H -0.18221 2.60927 -3.33718  0.270
H -2.42543 -1.20449 4.30137  0.251
H 0.90078 0.19587 -3.33403  0.034

Record 3
Entry from the OMol25 dataset: C11H14BF4IrN3O4S4 as an isolated structure (ωB97M-V/def2-TZVPD).

Summary:
Multiplicity: 5
LUMO energy (alpha / beta) in eV: 2.49 / 0.53
Energy above the lowest of the compared OMol25 structures with the same formula, charge and spin in kJ/mol: 0.32
Maximum force in eV/Å: 2.28
Gap between HOMO and LUMO (alpha / beta) in eV: 6.886 / 6.145
Charge: -1

Last column: Löwdin spin population.
CARTESIAN COORDINATES (ANGSTROEM)
Ir 0.27669 1.68444 0.36064  2.413
S 2.73848 1.61206 4.52942  -0.002
S 2.69921 1.26538 0.19822  0.390
S 0.43078 1.43208 2.68281  0.426
S 4.65672 1.34659 2.36541  0.042
F -1.75955 0.25542 0.52988  0.094
F -2.99318 1.93776 -0.37342  0.010
F -3.99780 -0.10684 0.24473  0.003
F -2.61035 0.04293 -1.61342  0.001
O 0.46685 3.81353 0.44989  0.184
O 0.88195 5.85626 -0.17337  0.032
O 5.33474 1.14217 4.83031  0.021
O -1.36419 -5.23746 0.04787  0.000
N 0.22152 -0.96206 -1.64128  0.022
N -0.40909 -2.60269 0.09457  0.001
N -0.23016 1.92928 -1.77651  0.048
C -0.06661 -1.67647 -0.78364  0.015
C -0.04371 -4.99647 -0.42816  0.000
C -2.26925 -4.19013 -0.23694  0.000
C -0.56290 3.32156 -2.18104  0.006
C 0.54265 4.26849 -1.91799  -0.001
C 2.11841 1.48922 2.90760  0.085
C -1.78285 -2.91056 0.45667  0.000
C 3.02044 1.34701 1.89379  0.160
C 4.43522 1.30735 4.07576  0.011
C 0.66208 4.68268 -0.44842  0.015
C 0.52471 -3.75738 0.22553  0.000
B -2.90682 0.57015 -0.33057  0.012
H -0.12741 -4.94610 -1.50483  0.000
H -2.37722 -2.07634 0.16116  0.000
H 0.55593 -5.87277 -0.19110  0.000
H 1.44246 -3.52643 -0.30676  0.000
H -1.01962 1.28272 -1.94759  0.005
H 1.54815 3.97818 -2.25202  0.000
H -2.27800 -3.99466 -1.31885  0.000
H 0.49966 1.56740 -2.36561  0.002
H -1.42340 3.51306 -1.57067  0.001
H -0.88943 3.34131 -3.23622  0.002
H 0.76585 -3.87813 1.26727  0.000
H -1.85089 -2.98568 1.56791  0.000
H 0.35486 5.21765 -2.42486  0.000
H -3.21489 -4.48451 0.13386  0.000